171
Properties=species:S:1:pos:R:3 method="wB97M-V/def2-TZVPD" multiplicity=1 homo_ev=-9.534 charge=0 lumo_ev=0.32
C 3.051 0.635 4.722
C 2.596 1.581 3.599
C 1.116 2.136 3.612
C 1.153 3.229 4.593
N -0.090 4.062 4.895
C -1.170 3.085 5.342
C -2.513 3.831 5.106
C -2.101 5.093 4.273
C -0.727 4.710 3.730
C 0.291 5.142 5.906
C 0.981 4.655 7.212
C 0.787 5.670 8.328
H 3.158 1.169 5.706
H 4.095 0.350 4.487
H 2.556 -0.323 4.873
H 2.750 0.975 2.681
H 3.294 2.429 3.494
H 0.498 1.287 3.858
H 0.800 2.515 2.619
H 1.949 3.923 4.287
H 1.337 2.876 5.662
H -0.908 2.704 6.336
H -0.939 2.275 4.695
H -3.036 4.037 6.044
H -3.105 3.103 4.507
H -2.020 6.008 4.910
H -2.873 5.271 3.512
H -0.104 5.512 3.400
H -0.806 3.973 2.976
H -0.638 5.524 6.275
H 0.948 5.792 5.394
H 2.075 4.433 7.096
H 0.457 3.730 7.534
H 0.875 5.241 9.316
H -0.242 6.093 8.311
H 1.499 6.562 8.263
C 0.093 -1.746 -2.998
O -1.037 -2.241 -2.351
C -1.864 -1.252 -1.906
C -2.880 -1.780 -0.921
N -2.179 -2.266 0.261
H -1.463 -2.926 0.103
H -1.847 -1.400 0.785
C -3.235 -2.753 1.280
C -2.465 -3.091 2.608
O -1.659 -1.917 2.745
C -0.616 -2.171 3.723
H 0.582 -0.928 -2.446
H -0.165 -1.278 -3.919
H 0.741 -2.538 -3.233
H -2.428 -0.847 -2.759
H -1.198 -0.515 -1.414
H -3.451 -2.607 -1.339
H -3.606 -1.045 -0.555
H -3.634 -3.626 0.797
H -3.927 -1.952 1.425
H -1.823 -3.958 2.405
H -3.140 -3.226 3.485
H 0.012 -1.244 3.754
H 0.055 -3.039 3.458
H -0.951 -2.324 4.737
C 3.138 2.831 -1.928
O 1.878 3.000 -2.599
C 0.963 1.999 -2.090
C 0.302 2.404 -0.786
N -0.266 3.760 -0.838
H -0.695 3.914 0.078
H 0.427 4.563 -0.908
C -1.360 4.087 -1.769
C -1.930 5.424 -1.359
O -2.085 5.463 0.097
C -2.569 6.725 0.590
H 3.223 1.732 -1.815
H 3.152 3.231 -0.939
H 3.955 3.360 -2.446
H 1.357 0.961 -1.917
H 0.154 1.821 -2.745
H 1.057 2.502 -0.014
H -0.469 1.782 -0.371
H -2.163 3.388 -1.862
H -0.968 4.283 -2.754
H -2.854 5.559 -1.939
H -1.347 6.281 -1.722
H -2.618 6.586 1.627
H -3.581 6.851 0.267
H -1.885 7.523 0.341
C 4.926 -4.506 -2.481
O 4.200 -5.415 -1.698
C 2.818 -5.349 -1.941
C 2.061 -6.169 -0.924
N 2.493 -5.777 0.445
H 3.429 -6.010 0.589
H 2.475 -4.776 0.411
C 1.599 -6.243 1.561
C 1.467 -7.717 1.534
O 2.716 -8.338 1.524
C 2.586 -9.780 1.485
H 4.957 -4.843 -3.518
H 5.944 -4.454 -2.107
H 4.503 -3.500 -2.385
H 2.535 -5.830 -2.946
H 2.444 -4.285 -1.948
H 2.111 -7.226 -1.075
H 1.015 -5.956 -1.027
H 0.607 -5.781 1.486
H 2.097 -5.866 2.531
H 0.896 -7.875 0.647
H 0.855 -7.872 2.385
H 2.199 -10.219 2.463
H 3.622 -10.135 1.297
H 1.970 -10.009 0.627
C 2.459 -0.073 -4.369
O 1.259 0.252 -5.040
C 1.437 0.691 -6.330
C 0.004 1.161 -6.674
N -0.947 0.126 -6.323
H -0.615 -0.412 -5.542
H -1.809 0.564 -5.986
C -1.240 -0.838 -7.383
C -2.164 -1.965 -6.896
O -1.573 -2.549 -5.757
C -2.377 -3.410 -4.940
H 3.108 -0.785 -4.977
H 2.171 -0.654 -3.485
H 2.993 0.828 -4.136
H 1.745 -0.073 -7.088
H 2.194 1.482 -6.400
H -0.172 1.345 -7.758
H -0.201 2.098 -6.189
H -0.264 -1.193 -7.673
H -1.656 -0.307 -8.218
H -2.347 -2.704 -7.719
H -3.103 -1.488 -6.629
H -3.398 -3.000 -4.822
H -1.960 -3.390 -3.876
H -2.354 -4.492 -5.303
P -2.912 1.560 1.508
F -1.530 2.463 1.723
F -2.901 1.869 -0.076
F -2.030 0.240 1.198
F -4.167 0.646 1.307
F -2.839 1.284 3.126
F -3.772 2.878 1.718
P -2.100 -6.121 -0.449
F -1.073 -5.967 -1.726
F -1.178 -7.183 0.251
F -1.223 -4.888 0.353
F -3.120 -6.191 0.781
F -2.963 -4.980 -1.138
F -2.845 -7.294 -1.242
P 2.181 -1.974 0.187
F 1.678 -2.481 1.609
F 0.915 -0.959 -0.039
F 2.985 -0.864 0.880
F 2.727 -1.658 -1.331
F 3.495 -3.047 0.327
F 1.392 -3.233 -0.482
P 2.406 5.755 0.992
F 3.556 5.254 2.128
F 1.432 6.278 2.205
F 2.926 7.270 0.806
F 1.335 6.096 -0.175
F 3.382 5.194 -0.183
F 1.696 4.332 1.136
P -3.308 1.706 -4.312
F -3.486 3.258 -3.965
F -1.716 1.804 -4.024
F -3.630 1.259 -2.797
F -2.979 0.100 -4.648
F -4.849 1.603 -4.679
F -2.920 2.062 -5.870


137
Properties=species:S:1:pos:R:3 method="wB97M-V/def2-TZVPD" multiplicity=1 homo_ev=-8.754 charge=0 lumo_ev=0.43 smiles="CCOCCOP(CCCCCN)CC(=O)O.CC(C)O.CC(C)O.CC(C)O.CC(C)O.CC(C)O.CC(C)O.CC(C)O.CC(C)O"
C -2.834 -3.413 1.742
C -2.393 -3.363 3.212
O -1.390 -4.300 3.571
C -0.198 -4.227 2.818
C 0.372 -2.833 2.648
O 0.424 -2.185 3.925
P 1.276 -0.771 3.931
C 0.116 0.438 4.685
C -0.563 1.339 3.643
C -1.038 0.551 2.411
C -2.138 1.227 1.589
C -1.621 2.433 0.800
N -0.519 2.082 -0.121
C 2.369 -1.080 5.409
C 2.828 -2.515 5.481
O 3.922 -2.873 5.115
O 1.953 -3.412 5.973
H -2.657 -4.398 1.308
H -3.903 -3.185 1.696
H -2.351 -2.640 1.137
H -2.120 -2.343 3.513
H -3.260 -3.631 3.824
H -0.322 -4.679 1.823
H 0.538 -4.837 3.351
H -0.197 -2.241 1.922
H 1.388 -2.929 2.242
H 0.738 1.038 5.362
H -0.622 -0.070 5.317
H -1.445 1.808 4.096
H 0.110 2.150 3.351
H -0.164 0.329 1.790
H -1.412 -0.420 2.769
H -2.938 1.539 2.268
H -2.520 0.488 0.881
H -1.263 3.186 1.509
H -2.445 2.846 0.214
H -0.792 2.305 -1.069
H -0.365 1.080 -0.125
H 3.247 -0.438 5.336
H 1.820 -0.813 6.321
H 1.083 -3.007 6.073
C -2.140 -0.186 -3.323
C -2.455 -1.126 -2.171
C -3.175 -2.373 -2.650
O -3.219 -0.447 -1.170
H -3.066 0.143 -3.804
H -1.616 0.701 -2.963
H -1.524 -0.677 -4.077
H -1.526 -1.412 -1.672
H -4.127 -2.108 -3.117
H -3.391 -3.034 -1.808
H -2.583 -2.914 -3.383
H -4.052 -0.173 -1.570
C 6.268 0.341 1.452
C 4.956 -0.111 0.833
C 3.761 0.570 1.477
O 4.820 -1.532 0.929
H 6.290 0.085 2.517
H 7.111 -0.161 0.976
H 6.412 1.417 1.356
H 4.963 0.106 -0.238
H 3.715 0.313 2.537
H 2.833 0.229 1.020
H 3.816 1.656 1.384
H 4.809 -1.765 1.865
C -1.023 5.951 -2.257
C -2.454 5.498 -2.009
C -3.454 6.350 -2.773
O -2.739 5.507 -0.610
H -0.889 6.981 -1.915
H -0.321 5.323 -1.706
H -0.772 5.908 -3.318
H -2.560 4.454 -2.313
H -3.390 7.392 -2.444
H -4.472 6.006 -2.586
H -3.273 6.318 -3.846
H -2.657 6.413 -0.296
C -2.014 -2.548 -7.923
C -2.354 -3.494 -6.783
C -3.044 -4.753 -7.282
O -3.161 -2.834 -5.806
H -2.927 -2.229 -8.434
H -1.515 -1.655 -7.544
H -1.362 -3.026 -8.655
H -1.438 -3.768 -6.255
H -3.987 -4.498 -7.774
H -3.274 -5.420 -6.450
H -2.420 -5.291 -7.997
H -3.983 -2.574 -6.235
C -6.957 5.940 -5.989
C -5.718 6.552 -6.624
C -5.654 6.272 -8.118
O -4.539 6.078 -5.974
H -6.946 4.853 -6.110
H -6.985 6.156 -4.921
H -7.869 6.325 -6.447
H -5.720 7.630 -6.457
H -5.607 5.195 -8.299
H -4.763 6.723 -8.553
H -6.531 6.667 -8.632
H -4.497 5.124 -6.099
C 5.350 -2.332 -2.175
C 4.784 -1.894 -3.516
C 5.751 -2.162 -4.659
O 4.427 -0.511 -3.482
H 6.265 -1.777 -1.948
H 4.644 -2.139 -1.372
H 5.590 -3.397 -2.177
H 3.848 -2.424 -3.705
H 6.678 -1.601 -4.508
H 5.322 -1.844 -5.610
H 6.001 -3.222 -4.726
H 5.231 -0.008 -3.314
C 9.491 3.534 4.171
C 8.739 2.372 3.540
C 9.379 1.035 3.882
O 8.654 2.538 2.126
H 10.518 3.568 3.797
H 9.013 4.481 3.918
H 9.526 3.440 5.257
H 7.705 2.378 3.888
H 10.403 0.998 3.499
H 8.822 0.217 3.425
H 9.412 0.875 4.960
H 9.549 2.538 1.772
C -3.927 -3.235 7.130
C -4.829 -4.458 7.088
C -4.234 -5.620 7.870
O -5.078 -4.845 5.737
H -2.961 -3.464 6.671
H -4.373 -2.411 6.571
H -3.750 -2.906 8.155
H -5.807 -4.206 7.502
H -3.273 -5.912 7.437
H -4.895 -6.486 7.829
H -4.072 -5.353 8.915
H -4.227 -5.078 5.347


140
Properties=species:S:1:pos:R:3 method="wB97M-V/def2-TZVPD" multiplicity=2 homo_ev="-10.011 / -16.778" charge=+4 lumo_ev="-7.86 / -7.90"
C -3.539 1.601 -6.206
C -2.462 1.114 -5.164
C -1.759 -0.206 -5.649
N -0.456 -0.668 -4.971
C -0.730 -0.909 -3.434
C 0.627 -1.122 -2.796
C 1.626 0.045 -2.948
C 1.897 0.302 -4.427
C 0.650 0.385 -5.268
C -0.090 -2.030 -5.551
H -4.293 0.819 -6.115
H -3.113 1.725 -7.201
H -3.964 2.571 -5.950
H -2.837 0.809 -4.187
H -1.717 1.897 -5.022
H -1.509 -0.136 -6.708
H -2.433 -1.062 -5.653
H -1.278 -0.095 -2.960
H -1.463 -1.709 -3.332
H 0.517 -1.157 -1.712
H 1.153 -2.026 -3.100
H 1.238 0.943 -2.468
H 2.544 -0.254 -2.443
H 2.418 1.255 -4.513
H 2.569 -0.454 -4.834
H 0.140 1.319 -5.030
H 0.847 0.472 -6.336
H -0.199 -2.039 -6.636
H -0.604 -2.870 -5.084
H 0.963 -2.203 -5.330
C -4.440 3.531 3.745
N -3.018 3.296 4.387
C -2.027 3.907 3.524
C -3.100 4.061 5.702
C -2.867 1.783 4.458
C -1.626 1.355 5.249
O -1.992 1.569 6.536
H -4.672 4.582 3.575
H -5.166 3.170 4.473
H -4.638 3.083 2.770
H -2.117 3.366 2.582
H -1.064 3.735 4.004
H -2.200 4.976 3.395
H -3.799 3.513 6.334
H -3.475 5.068 5.520
H -2.114 4.222 6.137
H -2.898 1.366 3.451
H -3.701 1.323 4.987
H -0.851 2.063 4.956
H -1.170 0.374 5.121
H -2.816 1.150 6.797
C -4.406 -3.417 -0.259
N -3.076 -4.183 0.084
C -1.963 -3.331 -0.640
C -2.907 -4.157 1.617
C -3.127 -5.630 -0.477
C -1.718 -6.291 -0.626
O -0.994 -6.362 0.559
H -5.195 -3.919 0.302
H -4.651 -3.530 -1.315
H -4.491 -2.386 0.083
H -2.297 -2.295 -0.593
H -2.022 -3.537 -1.709
H -1.058 -3.702 -0.160
H -3.330 -3.209 1.952
H -1.866 -4.361 1.868
H -3.538 -4.951 2.017
H -3.577 -5.395 -1.442
H -3.900 -6.098 0.133
H -1.013 -5.735 -1.244
H -1.838 -7.308 -1.000
H -0.251 -6.949 0.403
C 0.001 4.690 -2.882
N 0.011 4.680 -1.335
C 0.239 3.239 -0.959
C 1.054 5.612 -0.702
C -1.369 5.218 -0.864
C -2.652 4.287 -1.123
O -2.851 3.794 -2.468
H -0.363 3.794 -3.385
H 1.079 4.733 -3.036
H -0.503 5.602 -3.203
H -0.589 2.591 -1.246
H 0.217 3.299 0.129
H 1.213 2.994 -1.382
H 1.054 5.628 0.388
H 0.790 6.596 -1.088
H 1.926 5.101 -1.110
H -1.494 6.285 -1.046
H -1.276 5.323 0.217
H -3.541 4.832 -0.806
H -2.562 3.426 -0.460
H -3.720 3.387 -2.495
C 2.700 3.125 1.763
N 3.675 1.972 2.016
C 3.004 0.830 1.173
C 5.061 2.252 1.584
C 3.554 1.829 3.595
C 4.718 0.998 4.295
O 4.802 -0.352 3.783
H 3.168 4.024 2.162
H 1.762 2.972 2.296
H 2.554 3.224 0.687
H 3.138 1.056 0.115
H 1.998 0.628 1.539
H 3.682 0.005 1.395
H 5.191 2.472 0.524
H 5.626 1.422 2.009
H 5.334 3.052 2.272
H 2.520 1.635 3.879
H 3.663 2.878 3.872
H 4.425 1.026 5.344
H 5.716 1.434 4.337
H 4.215 -0.913 4.295
C 4.239 -3.253 1.332
N 3.033 -3.973 0.636
C 1.947 -4.372 1.702
C 2.478 -2.828 -0.322
C 3.572 -5.122 -0.262
C 4.293 -6.305 0.635
O 3.434 -6.765 1.668
H 5.085 -3.246 0.645
H 4.496 -3.811 2.232
H 4.036 -2.202 1.539
H 1.565 -5.372 1.498
H 1.172 -3.610 1.781
H 2.441 -4.373 2.674
H 1.723 -3.415 -0.846
H 3.152 -2.371 -1.047
H 1.973 -2.091 0.302
H 4.121 -4.554 -1.013
H 2.627 -5.443 -0.702
H 5.173 -5.900 1.136
H 4.759 -7.085 0.034
H 2.705 -7.257 1.282
O -0.434 1.322 1.350
C -0.796 0.244 0.755
O -1.465 0.204 -0.311
O -0.145 -0.749 1.125
H -0.127 0.578 1.874


| no. | E (eV) |
| --- | --- |
| 1 | -189548.5742 |
| 2 | -73070.9141 |
| 3 | -63045.4861 |